C19H28BrCeN2O5S4SeSi | the ωB97M-V functional and the def2-TZVPD basis

## Properties
net charge = +1
E_tot = -8559.17815 Ha
lowest unoccupied orbital energy (alpha / beta) = -4.643 / -4.641 eV
relative energy (zero: lowest compared OMol25 entry of this formula, charge and spin) = 37.21 kJ/mol
max |F| = 4.73 eV/Å

Last column: Mulliken charge in e.
Geometry (Å):
Ce (-0.8668, 0.3653, -0.5845)  -0.06
C (-2.9064, -2.6015, 1.6600)  -0.89
C (-4.0213, -1.5738, 1.7696)  -1.03
S (-3.8174, -0.2317, 0.5846)  0.41
C (-4.1869, 1.2275, 1.6086)  -1.14
C (-3.0174, 2.1629, 1.9331)  -0.65
S (-1.3876, 1.4173, 2.1954)  0.02
C (-1.7081, 0.1517, 3.4465)  -0.56
C (-0.9784, -1.1642, 3.1822)  -0.97
S (-1.2357, -1.9550, 1.5798)  0.32
H (-2.9937, -3.1757, 0.7356)  0.35
H (-2.9541, -3.3127, 2.4864)  0.57
H (-4.0855, -1.1696, 2.7737)  0.50
H (-4.9762, -2.0533, 1.5531)  0.57
H (-4.6633, 0.8523, 2.5116)  0.57
H (-4.9304, 1.8045, 1.0632)  0.50
H (-3.2684, 2.7648, 2.8068)  0.56
H (-2.8375, 2.8476, 1.1074)  0.32
H (-2.7815, 0.0207, 3.5165)  0.16
H (-1.3625, 0.5550, 4.3988)  0.59
H (-1.2252, -1.8863, 3.9631)  0.60
H (0.1007, -1.0098, 3.2194)  0.38
O (-2.0996, -4.1555, -5.1349)  -0.52
C (-1.9951, -3.3952, -4.0447)  0.86
C (-3.0622, -2.6748, -3.5025)  -0.79
C (-2.8375, -1.9235, -2.3804)  -0.44
N (-1.6450, -1.8657, -1.7520)  0.06
C (-0.6499, -2.5685, -2.2950)  0.26
Br (0.9936, -2.4654, -1.3734)  0.00
C (-0.7489, -3.3407, -3.4243)  -0.68
H (-2.9911, -4.1236, -5.5043)  0.32
H (-4.0417, -2.6826, -3.9627)  0.36
H (-3.6317, -1.3218, -1.9559)  0.55
H (0.0954, -3.8842, -3.8219)  0.51
C (4.0978, 2.0323, 2.4956)  -0.99
Si (4.7233, 1.1885, 0.9721)  0.24
C (5.0520, -0.6133, 1.2608)  -0.97
C (6.2682, 2.0188, 0.3806)  -1.13
C (3.4663, 1.3334, -0.4512)  0.27
C (3.8097, 1.9819, -1.6305)  0.17
C (2.9332, 2.0611, -2.7180)  -1.29
C (1.7233, 1.4394, -2.6078)  -0.33
N (1.3508, 0.8041, -1.4793)  0.33
C (2.1730, 0.7799, -0.4154)  0.10
S (1.4479, 0.0559, 1.0053)  -0.25
H (4.8922, 2.0882, 3.2437)  0.36
H (3.2513, 1.4941, 2.9300)  0.25
H (3.7721, 3.0508, 2.2687)  0.34
H (5.8820, -0.7434, 1.9597)  0.37
H (5.3201, -1.1069, 0.3225)  0.32
H (4.1765, -1.1187, 1.6760)  0.25
H (7.0411, 1.9372, 1.1495)  0.33
H (6.1131, 3.0834, 0.1838)  0.34
H (6.6580, 1.5523, -0.5286)  0.32
H (4.7836, 2.4499, -1.7117)  0.41
H (3.1985, 2.5792, -3.6281)  0.43
H (1.0088, 1.4296, -3.4201)  0.59
O (-3.4247, 1.6044, -1.2127)  -0.56
Se (-2.1529, 2.2103, -1.9999)  1.08
O (-1.0613, 2.5168, -0.7379)  -0.42
O (-1.4215, 0.8364, -2.6568)  -0.42
O (-2.3652, 3.4201, -3.0094)  -0.74

=====

C19H28BrN5O9PS | the ωB97M-V functional and the def2-TZVPD basis

## Properties
net charge = -1
E_tot = -5005.38567 Ha
lowest unoccupied orbital energy = 0.744 eV
max |F| = 1.87 eV/Å

Last column: natural (NBO) charge in e.
Geometry (Å):
C (-5.0724, 0.5574, -0.7061)  -0.75
C (-5.0234, 0.9758, -2.1485)  0.72
O (-6.0253, 1.1380, -2.7838)  -0.52
N (-3.7400, 1.1570, -2.7790)  -0.50
C (-2.8783, -0.0058, -2.5429)  -0.42
C (-3.1033, 2.3918, -2.3177)  -0.22
C (-2.1263, 2.9593, -3.3698)  -0.41
C (-0.8314, 3.4782, -2.7391)  -0.41
C (0.2029, 2.3583, -2.6303)  -0.22
N (1.0346, 2.3894, -1.4045)  -0.75
C (1.3029, 1.2261, -0.7988)  0.76
N (0.9213, 0.0122, -1.2901)  -0.59
C (1.5415, -0.9935, -0.4180)  -0.10
Br (3.4268, -1.1699, -0.9831)  -0.01
C (1.4775, -0.2103, 0.9073)  0.08
S (-0.3552, 0.0116, 1.2336)  -0.14
C (2.2580, -0.7717, 2.0817)  -0.45
C (1.4576, -1.0338, 3.3313)  -0.58
C (1.0081, 0.1933, 4.0702)  0.73
N (1.2751, 1.5079, 3.4409)  -0.98
O (0.4298, 0.1626, 5.1186)  -0.54
N (1.9712, 1.0773, 0.3630)  -0.66
P (1.6427, 3.8329, -0.7506)  2.48
O (1.3723, 4.9852, -1.5934)  -1.06
O (1.0403, 3.9229, 0.7195)  -0.97
O (3.2056, 3.5901, -0.6029)  -0.97
H (-6.0841, 0.6528, -0.3300)  0.24
H (-4.8216, -0.5047, -0.6610)  0.25
H (-4.3408, 1.0764, -0.0901)  0.23
H (-1.9377, 0.1576, -3.0638)  0.19
H (-3.3394, -0.9131, -2.9235)  0.22
H (-2.6552, -0.1487, -1.4794)  0.19
H (-3.8927, 3.1258, -2.1641)  0.21
H (-2.5622, 2.2563, -1.3691)  0.17
H (-1.9469, 2.2377, -4.1656)  0.21
H (-2.6150, 3.8124, -3.8383)  0.22
H (-0.4259, 4.2470, -3.3920)  0.23
H (-1.0330, 3.9622, -1.7865)  0.22
H (0.8714, 2.3657, -3.4912)  0.22
H (-0.3270, 1.4111, -2.6693)  0.23
H (1.1314, -0.0871, -2.2783)  0.42
H (1.1042, -1.9893, -0.3876)  0.31
H (-0.6690, -1.3030, 1.0351)  0.26
H (2.7444, -1.6900, 1.7550)  0.26
H (3.0444, -0.0515, 2.3114)  0.21
H (2.0779, -1.6005, 4.0256)  0.29
H (0.6187, -1.6984, 3.1067)  0.35
H (0.3828, 1.8030, 3.0563)  0.39
H (1.5384, 2.1567, 4.1731)  0.38
H (1.8605, 1.7774, 1.1021)  0.44
H (1.6798, 4.3648, 1.2975)  0.52
H (3.4695, 3.1061, 0.1914)  0.52
C (1.0549, -4.8231, 0.4892)  -0.55
C (0.7052, -4.0550, 1.5765)  0.39
C (1.3685, -4.4330, 2.9321)  0.41
O (1.1550, -3.7346, 3.9482)  -0.72
C (2.2029, -5.5660, 2.9666)  -0.56
C (2.5663, -6.3701, 1.8688)  0.42
C (1.9749, -5.9311, 0.4998)  0.45
O (2.2801, -6.5091, -0.5394)  -0.62
O (3.2992, -7.3654, 1.8966)  -0.66
O (-0.1066, -3.0681, 1.5260)  -0.84
H (0.6241, -4.5987, -0.4859)  0.18
H (2.5903, -5.8146, 3.9497)  0.20